[1]
Below is a structure of composition C24H16F6N7S3Tl, with properties calculated with ωB97M-V/def2-TZVPD.

The calculation puts the calculated total energy at -89082.2756 eV. The HOMO-LUMO gap is 7.0 eV. As for the total charge: 0. As for the multiplicity: 1. As for the LUMO energy: -0.428 eV.

Positions of all 57 atoms, in Å:
Tl -0.21810 0.17630 0.12970
C -0.73160 1.19580 -4.47760
C -0.19040 0.62840 -3.20230
N -0.95690 0.29860 -2.22030
N -2.27230 0.34570 -2.27780
C -2.95490 -0.30120 -1.36060
N -4.29320 -0.17980 -1.41440
S -2.31370 -1.39910 -0.19700
C 1.23730 0.40190 -3.01190
C 2.09970 0.18390 -4.09350
C 3.42710 -0.10140 -3.85050
C 3.88570 -0.13350 -2.53920
C 2.96640 0.09570 -1.52900
N 1.69180 0.33180 -1.75880
H -1.69770 0.75100 -4.69870
H -0.05850 1.06720 -5.31700
H -0.88870 2.26440 -4.32420
H -4.66380 0.59730 -1.93590
H -4.83520 -0.55360 -0.65360
H 1.73040 0.18410 -5.10690
H 4.10180 -0.29610 -4.67140
H 4.92230 -0.32720 -2.31590
H 3.25480 0.10130 -0.48560
F -2.85500 6.72490 1.20470
C -1.96330 5.73860 1.04000
C -2.31870 4.57590 0.36550
F -3.54850 4.45340 -0.15540
C -1.39400 3.55650 0.20920
F -1.77380 2.45700 -0.46790
C -0.08610 3.64990 0.69750
S 1.13340 2.45030 0.46900
C 0.24650 4.84250 1.36020
F 1.49330 5.00130 1.82880
C -0.66690 5.86680 1.53350
F -0.31180 6.98950 2.17390
N 3.16930 -2.91630 0.30430
C 2.80090 -3.38150 -0.93350
C 3.39780 -4.27000 -1.81050
C 2.72290 -4.52650 -2.98590
C 1.49920 -3.91700 -3.27780
C 0.89720 -3.03360 -2.40790
C 1.55220 -2.77500 -1.20810
N 1.20440 -1.98230 -0.15140
C 2.17660 -2.08140 0.72410
C 2.14080 -1.39380 1.98790
C 2.91470 -1.57180 3.10410
S 2.37420 -0.54570 4.36850
C 1.14540 0.05400 3.31810
N 1.15820 -0.46850 2.14920
H 4.03130 -3.11690 0.78130
H 4.34110 -4.74210 -1.57790
H 3.13950 -5.22970 -3.69040
H 1.01980 -4.14750 -4.21540
H -0.04990 -2.56770 -2.61790
H 3.74270 -2.23570 3.24740
H 0.43000 0.79540 3.61340
F -1.34550 0.85900 1.83910

Force components x, y, z for each atom (eV/Å):
-0.5 0.6 0.3
-0.1 -0.1 0.1
-1.3 0.0 0.1
1.2 -0.5 0.7
-1.0 1.0 -1.0
0.6 -0.5 -0.1
-0.3 0.1 0.0
0.5 0.1 0.3
0.9 -0.1 0.1
-0.2 0.0 0.1
0.1 0.0 0.3
-0.1 0.1 -0.1
0.3 0.0 -0.2
-0.4 0.0 -0.2
0.0 0.0 -0.1
0.0 0.0 -0.1
0.0 0.1 -0.1
0.0 0.0 -0.1
0.1 0.1 0.0
0.0 0.1 0.0
0.0 0.0 -0.1
0.1 0.0 0.1
0.2 0.0 0.1
0.2 -0.1 0.0
0.2 -0.2 0.0
0.0 0.1 0.0
0.2 0.0 0.1
0.3 0.0 0.1
0.0 0.4 0.0
-0.5 0.6 0.2
0.1 -0.9 -0.4
-0.2 -0.3 -0.2
-0.2 0.1 0.0
-0.2 0.0 0.0
0.0 -0.1 -0.1
0.0 0.2 0.3
-0.6 0.0 -0.5
0.1 0.0 0.0
0.1 -0.1 0.0
-0.1 0.1 -0.1
0.1 0.0 0.1
0.8 -0.6 -0.2
0.0 0.5 0.8
-0.1 -0.4 -0.6
0.5 0.1 1.2
-0.2 0.2 -0.2
-0.2 -0.1 -0.5
0.2 0.1 0.7
-0.3 -0.2 -0.8
-0.1 0.0 0.0
0.1 -0.1 0.0
0.1 0.0 -0.1
-0.1 0.0 -0.1
-0.2 0.1 -0.1
0.2 -0.2 0.0
-0.3 0.3 0.0
0.2 0.0 -0.1

Here are the Löwdin charges for atoms 1 to 2, given in e: 0.68, -0.01

***

[2]
Below is a cluster of 2 separate species, C24H16N3O2S in total, with properties calculated with ωB97M-V/def2-TZVPD.

The calculation puts the calculated total energy at -44547.3893 eV. The HOMO-LUMO gap is 5.3 eV. As for the total charge: -1. As for the multiplicity: 1. As for the LUMO energy: 1.529 eV.

Positions of all 46 atoms, in Å:
C 0.72907 -1.27941 1.47345
C 0.44361 -0.96221 2.78115
C 0.32902 0.36637 3.27307
N 0.26539 1.43074 3.75971
C 0.36561 -1.94906 3.81036
N 0.30833 -2.71746 4.69558
C 0.91751 -2.67649 1.09857
C 0.12498 -3.70281 1.67687
C 0.54645 -5.02767 1.64980
C 1.71463 -5.37842 0.95489
C 2.40797 -4.39955 0.22777
C 1.98533 -3.06741 0.25583
H 0.89527 -0.48825 0.73547
H -0.81383 -3.43377 2.16686
H -0.02834 -5.78622 2.18903
H 2.06416 -6.41584 0.97058
H 3.28625 -4.68187 -0.35843
H 2.51925 -2.29138 -0.30033
C 2.03322 0.16997 -4.60312
C 1.03499 -0.69880 -4.14070
C 0.38379 -0.44377 -2.93350
C 0.69614 0.71958 -2.18182
C -0.11649 1.12992 -1.07317
C -1.14901 0.32679 -0.57897
N -2.01772 -0.32471 -0.11602
S -0.07183 2.89440 -0.67297
C -1.61628 3.15200 0.21703
C -2.69687 3.83822 -0.34731
C -3.85334 4.02498 0.41757
C -3.92284 3.54498 1.73209
C -2.81167 2.91663 2.29978
C -1.64358 2.78373 1.55301
O 0.99776 3.11972 0.27402
O -0.16641 3.65096 -1.89828
C 1.80883 1.50091 -2.59034
C 2.44684 1.24131 -3.79473
H 2.50473 -0.00122 -5.57180
H 0.75563 -1.57925 -4.72064
H -0.40711 -1.09962 -2.56227
H -2.61643 4.23040 -1.35992
H -4.70340 4.55390 -0.01535
H -4.83300 3.66900 2.32085
H -2.82264 2.54118 3.32322
H -0.73315 2.41982 2.02193
H 2.18750 2.29899 -1.95025
H 3.27165 1.88069 -4.10860

Force components x, y, z for each atom (eV/Å):
-0.3 0.3 1.0
0.4 -0.4 -1.5
-0.1 2.9 1.1
0.2 -2.5 -1.0
-0.2 -2.0 2.4
0.2 1.8 -2.0
0.0 -1.3 -0.4
0.3 0.4 0.0
0.2 0.0 -0.3
-0.2 0.3 0.0
-0.3 -0.1 0.0
-0.1 0.3 0.6
-0.1 -0.1 0.3
0.4 -0.1 -0.1
0.2 0.3 -0.3
-0.1 0.4 -0.1
-0.3 0.1 0.2
-0.1 -0.3 0.2
0.1 0.0 0.1
0.2 0.3 0.3
0.3 0.3 -0.1
0.3 -0.1 -0.5
-0.2 0.9 0.6
-1.2 -0.2 0.7
1.4 0.7 -0.7
-1.2 -2.2 0.2
0.0 0.7 0.1
0.0 -0.3 0.1
0.2 0.0 0.1
0.2 -0.2 -0.1
0.0 0.2 -0.2
0.0 -0.2 0.2
0.2 0.6 -0.2
0.3 0.5 0.0
0.1 -0.3 -0.1
-0.3 -0.4 -0.1
-0.1 0.0 0.3
0.1 0.2 0.1
0.2 0.2 -0.2
0.0 -0.2 0.2
0.2 -0.1 0.1
0.2 0.0 -0.2
-0.1 0.2 -0.2
-0.3 -0.1 -0.2
-0.3 -0.1 -0.2
-0.2 -0.2 0.0

Here are the Löwdin charges for atoms 1 to 2, given in e: 0.06, -0.21

***

[3]
Below is a structure of composition C24H16N4O8Pd, with properties calculated with ωB97M-V/def2-TZVPD.

The calculation puts the calculated total energy at -50963.8961 eV. The HOMO-LUMO gap is 5.1 eV. As for the total charge: -2. As for the multiplicity: 1. As for the LUMO energy: 4.406 eV.

Positions of all 53 atoms, in Å:
Pd 0.67768 -0.30486 -1.22878
C 4.01215 -1.52233 -1.62444
O 3.15228 -1.72677 -0.51587
C 3.44715 -1.10117 0.64317
C 4.74839 -0.83158 1.05461
C 4.98738 -0.26251 2.29755
C 3.92551 0.05127 3.13224
C 2.62616 -0.18131 2.70474
C 2.36532 -0.74535 1.46408
N 1.05341 -0.88502 0.92389
N 0.15882 -0.92832 1.80814
C -1.16953 -0.97981 1.48451
C -1.71065 -1.19413 0.17617
O -1.05630 -1.42902 -0.87793
C -3.16213 -1.21891 0.05734
C -3.97756 -1.07184 1.11400
C -3.45932 -0.89981 2.44305
C -4.32010 -0.77308 3.54593
C -3.83156 -0.61863 4.82061
C -2.44158 -0.58556 5.00985
C -1.58162 -0.69941 3.94420
C -2.05952 -0.86116 2.62279
H 4.16658 -0.45485 -1.78584
H 3.48688 -1.93767 -2.48097
H 4.96553 -2.04652 -1.49573
H 5.57639 -1.06404 0.39960
H 6.00601 -0.05254 2.60122
H 4.10249 0.50846 4.09801
H 1.78126 0.10824 3.31512
H -3.53837 -1.34896 -0.95075
H -5.05488 -1.07851 0.97884
H -5.39035 -0.79917 3.36736
H -4.50512 -0.52110 5.66346
H -2.03690 -0.46479 6.00858
H -0.51327 -0.67141 4.10344
O 2.91316 2.73881 -2.66082
C 2.13756 1.81945 -2.41884
O 2.40993 0.79322 -1.66582
C 0.71950 1.77933 -2.92064
C -0.04323 2.87085 -3.07410
C -1.44957 2.72497 -3.37264
C -1.99971 1.45629 -3.53576
C -1.21238 0.33699 -3.43104
C 0.20668 0.39116 -3.03858
N -1.78083 -0.91797 -3.76649
O -1.02302 -1.88065 -3.87395
O -3.00594 -1.02162 -3.94829
N -2.26332 3.85143 -3.53400
O -1.75217 4.97945 -3.42881
O -3.47638 3.71655 -3.77663
H 0.37852 3.85590 -2.93514
H -3.04136 1.35397 -3.79622
H 0.85194 -0.25597 -3.64436

Force components x, y, z for each atom (eV/Å):
0.1 -0.2 0.2
0.2 0.0 0.0
0.0 -0.1 0.1
0.0 0.1 -0.1
0.0 0.0 0.0
-0.1 0.0 0.0
0.0 0.0 0.0
-0.1 0.0 0.1
0.1 0.0 -0.1
0.0 0.1 -0.1
0.0 -0.1 0.1
-0.1 0.0 0.0
-0.1 -0.2 0.2
0.2 0.4 -0.1
0.1 0.0 -0.1
0.0 0.0 0.1
0.0 0.0 -0.1
0.0 0.0 0.0
0.0 0.0 0.0
0.0 0.0 0.0
0.0 0.0 0.0
0.1 0.0 0.0
0.0 -0.1 0.0
0.0 0.0 0.0
0.0 -0.1 0.0
0.0 0.0 0.0
0.0 0.0 0.0
0.0 0.0 0.0
0.0 0.0 0.0
0.0 0.0 0.0
0.0 0.0 0.0
0.0 0.0 0.0
0.0 0.0 0.0
0.0 0.0 0.0
0.0 0.0 0.0
0.1 -0.1 -0.1
-0.2 0.3 0.3
-0.2 0.2 0.0
0.1 -0.3 -0.1
-0.1 0.1 0.0
0.0 0.1 0.0
0.0 0.0 0.0
0.0 0.0 0.0
-0.1 -0.1 -0.2
-0.1 0.0 0.2
0.0 0.0 -0.1
0.1 0.0 0.0
0.1 -0.1 0.1
0.0 0.0 0.0
0.0 0.0 0.0
0.0 0.0 0.0
0.0 0.0 0.0
0.0 0.0 0.0

Here are the Löwdin charges for atoms 1 to 2, given in e: 0.90, -0.09